# 1
# CH7O3

3 unconnected molecules or ions with the total composition CH7O3 (ωB97M-V/def2-TZVPD, the OMol25 dataset).

Positions of all 11 atoms, in Å:
C1 -0.781 1.000 -0.448
O1 0.116 -0.018 -0.018
H1 -1.632 0.596 -0.973
H2 -0.977 1.813 0.223
H3 -0.341 1.547 -1.311
H4 -0.571 -0.494 1.371
H5 -1.296 -0.027 2.682
O2 -1.224 -0.845 2.094
H6 1.971 0.425 -2.088
H7 1.152 -0.154 -0.836
O3 1.907 -0.350 -1.623

HOMO-LUMO gap: 8.378 eV
ΔE to the lowest compared entry with this formula, charge and spin: 0.564 eV
Charge: -1

=====

# 2
# CH7O3PSi

4 unconnected molecules or ions with the total composition CH7O3PSi (ωB97M-V/def2-TZVPD, the OMol25 dataset).

Positions of all 13 atoms, in Å:
C1 0.540 -2.135 -2.034
O1 0.050 1.868 2.289
O2 -1.953 0.688 1.510
O3 0.110 0.272 -0.682
Si1 -0.666 -0.983 -1.078
P1 -0.877 2.001 1.225
H1 0.487 -1.681 -3.023
H2 1.613 -2.267 -1.826
H3 0.103 -3.048 -2.176
H4 2.533 2.692 2.344
H5 -1.867 0.273 2.319
H6 -2.106 -1.081 -1.241
H7 2.033 3.400 2.372

HOMO-LUMO gap: 9.382 eV

=====

# 3
# CH7O5

4 unconnected molecules or ions with the total composition CH7O5 (ωB97M-V/def2-TZVPD, the OMol25 dataset).

Positions of all 13 atoms, in Å:
O1 1.205 -1.840 0.487
C1 0.294 -1.044 0.757
O2 0.238 0.246 0.480
H1 -0.440 -1.434 1.525
H2 -2.926 0.899 0.132
H3 -1.890 0.823 1.134
O3 -2.878 0.803 1.048
H4 -0.457 0.585 -0.645
H5 -0.892 0.314 -2.234
O4 -1.130 0.860 -1.493
H6 2.653 0.330 -0.956
H7 2.821 -0.616 0.135
O5 3.402 0.073 -0.370

HOMO-LUMO gap: 9.978 eV
ΔE to the lowest compared entry with this formula, charge and spin: 0.780 eV
Charge: -1

=====

# 4
# CH7O5

4 unconnected molecules or ions with the total composition CH7O5 (ωB97M-V/def2-TZVPD, the OMol25 dataset).

Positions of all 13 atoms, in Å:
O1 1.066 -0.763 -1.259
C1 0.416 -1.195 -0.185
O2 0.388 -1.006 1.060
H1 -0.499 -1.731 -0.566
H2 -2.538 -0.831 -0.675
H3 -1.995 -0.430 0.725
O3 -2.807 -0.670 0.184
H4 0.760 0.611 2.087
H5 0.249 0.594 3.558
O4 0.800 1.051 2.939
H6 0.892 1.382 -3.138
H7 1.633 1.188 -1.996
O5 1.637 1.801 -2.735

HOMO-LUMO gap: 8.870 eV
ΔE to the lowest compared entry with this formula, charge and spin: 1.151 eV
Charge: -1

=====

# 5
# CH7P3S

2 unconnected molecules or ions with the total composition CH7P3S (ωB97M-V/def2-TZVPD, the OMol25 dataset).

Positions of all 12 atoms, in Å:
C1 1.299 1.008 0.808
P1 2.220 -1.627 -0.345
P2 -3.359 -0.917 0.372
P3 -3.761 0.850 -0.504
S1 1.214 0.146 -0.854
H1 0.565 0.596 1.426
H2 0.771 1.981 0.659
H3 2.283 1.136 1.216
H4 2.031 -2.071 -1.633
H5 3.526 -1.332 -0.597
H6 -2.489 -0.219 1.229
H7 -4.300 0.449 -1.777

HOMO-LUMO gap: 7.720 eV
ΔE to the lowest compared entry with this formula, charge and spin: 1.358 eV

=====

# 6
# CH7PSi

A molecular structure, CH7PSi (ωB97M-V/def2-TZVPD, the OMol25 dataset).

Positions of all 10 atoms, in Å:
C1 -2.553 0.081 -0.153
Si1 2.003 0.077 -0.113
P1 -0.785 0.006 0.147
H1 -2.913 -0.899 -0.455
H2 -3.013 1.008 -0.511
H3 1.961 -1.375 -0.252
H4 2.266 0.467 1.325
H5 2.893 0.692 -1.096
H6 -0.754 0.948 1.182
H7 -0.446 -1.202 0.830

HOMO-LUMO gap (alpha / beta): 6.833 / 9.006 eV
ΔE to the lowest compared entry with this formula, charge and spin: 0.456 eV
2S+1: 3

=====

# 7
# CH8N2

2 unconnected molecules or ions with the total composition CH8N2 (ωB97M-V/def2-TZVPD, the OMol25 dataset).

Positions of all 11 atoms, in Å:
N1 -0.656 1.899 -1.771
H1 0.281 1.785 -2.110
H2 -1.257 1.111 -1.619
H3 -1.013 2.832 -1.884
C1 0.762 -0.495 0.758
N2 0.042 -1.701 1.299
H4 1.544 -0.308 1.485
H5 1.280 -0.890 -0.115
H6 0.160 0.384 0.563
H7 -0.693 -1.354 1.918
H8 -0.511 -2.014 0.504

HOMO-LUMO gap (alpha / beta): 3.321 / 9.459 eV
ΔE to the lowest compared entry with this formula, charge and spin: 0.346 eV
Charge: -1
2S+1: 2

=====

# 8
# CH8N2O

3 unconnected molecules or ions with the total composition CH8N2O (ωB97M-V/def2-TZVPD, the OMol25 dataset).

Positions of all 12 atoms, in Å:
N1 -2.190 0.042 -0.670
H1 -1.746 0.073 -1.582
H2 -1.444 0.102 0.021
H3 0.239 0.354 2.777
H4 -2.612 -0.871 -0.503
N2 1.786 -0.553 -1.214
C1 1.451 0.190 -0.154
O1 0.495 1.066 -0.141
H5 1.005 -0.653 -1.858
H6 -0.356 0.308 2.348
H7 1.053 -0.619 0.552
H8 2.320 0.562 0.425

HOMO-LUMO gap: 7.066 eV
ΔE to the lowest compared entry with this formula, charge and spin: 5.702 eV

=====

# 9
# CH8N2O

2 unconnected molecules or ions with the total composition CH8N2O (ωB97M-V/def2-TZVPD, the OMol25 dataset).

Positions of all 12 atoms, in Å:
N1 2.156 -0.052 0.128
C1 0.796 0.073 0.608
N2 -0.202 0.228 -0.467
H1 2.811 -0.051 0.905
H2 2.439 0.597 -0.584
H3 0.721 0.995 1.183
H4 0.393 -0.707 1.254
H5 0.108 -0.322 -1.261
H6 -0.230 1.189 -0.756
H7 -3.677 -0.584 0.063
H8 -2.316 -0.339 -0.610
O1 -2.999 -1.028 -0.464

HOMO-LUMO gap: 10.353 eV
ΔE to the lowest compared entry with this formula, charge and spin: 0.272 eV
SMILES string: NCN.O

=====

# 10
# CH8N2O

3 unconnected molecules or ions with the total composition CH8N2O (ωB97M-V/def2-TZVPD, the OMol25 dataset).

Positions of all 12 atoms, in Å:
N1 1.199 0.592 1.247
H1 0.951 0.669 0.270
H2 1.890 -0.148 1.265
H3 2.517 -4.458 -2.468
H4 1.644 1.452 1.542
N2 -1.607 0.208 -0.433
C1 -1.939 1.249 0.340
O1 -2.503 2.348 -0.034
H5 -1.448 0.497 -1.400
H6 2.231 -5.017 -2.062
H7 -0.880 1.662 0.335
H8 -2.054 0.948 1.398

HOMO-LUMO gap: 8.067 eV
ΔE to the lowest compared entry with this formula, charge and spin: 5.495 eV

=====

no.,E_tot (Eh)
1,-268.018651
2,-898.832186
3,-418.578662
4,-418.565027
5,-1464.456365
6,-672.937843
7,-152.326289
8,-227.431490
9,-227.631032
10,-227.439119